Density functional theory data (wB97M-V/def2-TZVPD) for C54H65CrN5P3S2 as an isolated structure.

The geometry in ORCA input format:
```
! RIJCOSX wB97M-V def2-TZVPD def2/J DEFGRID3
* xyz 2 2
C -1.24 6.05 0.15
C -1.93 6.19 1.34
C -0.56 2.24 -3.18
H 1.89 3.01 1.50
C 3.62 0.47 -2.79
C 0.66 -2.55 2.10
H -3.62 -0.49 -3.14
H 4.08 -1.77 -1.15
C 2.54 -0.16 -4.82
C 1.59 -3.36 -2.69
H -2.89 -3.33 4.34
C -1.83 -1.66 -3.17
H -0.03 -2.44 4.10
H -2.13 -5.16 -5.81
C 2.94 2.27 -0.24
C -0.61 2.71 -4.49
H 0.03 -0.89 3.25
C -2.64 3.34 -2.70
C 0.92 -4.31 0.78
P 2.27 0.52 -0.32
H -0.51 4.72 -1.35
H 2.38 -0.29 2.27
H 4.49 0.84 -2.26
H 3.98 2.17 -0.56
H 2.68 4.18 -1.21
C -3.15 0.34 3.19
C -0.54 -4.06 -3.67
C -5.16 -1.11 0.40
C 1.39 -0.46 -4.13
H 1.53 -1.65 3.84
C -6.02 -3.07 -0.69
C -0.51 -1.83 -2.70
C 0.51 -3.24 0.06
C 3.66 -0.42 0.51
H -5.33 -0.26 1.04
H 0.22 4.01 5.81
H 1.07 2.21 7.11
H -1.28 3.34 3.82
H -2.13 7.17 1.75
H -3.96 2.88 -0.29
C -4.74 -3.41 -1.10
C -3.67 -2.59 -0.78
C 4.97 0.49 -4.93
C 2.45 0.19 -2.08
N -2.73 1.23 0.07
C -0.41 3.12 5.78
H 0.20 2.47 -5.17
N 0.21 -0.80 -2.00
C -2.47 -2.70 -3.84
H -2.43 -2.74 1.99
H 1.15 -5.32 0.50
C -3.88 -1.41 -0.06
H -7.22 -1.66 0.41
H -3.27 1.37 2.86
H -3.50 -1.56 5.97
Cr -0.05 -0.20 -0.08
H -3.49 -2.53 -4.18
C -2.39 5.05 2.00
H -2.95 5.15 2.92
C 1.34 -0.37 -2.72
C 3.82 -1.81 -0.09
C 0.15 -3.06 -3.01
C -2.54 -0.34 -3.13
H 2.24 2.81 -2.23
C 3.42 -0.48 2.03
C -1.02 4.80 -0.40
H 5.20 -0.38 -5.55
H 4.61 -2.35 0.43
C -3.29 -1.31 4.94
C -2.56 -5.02 -4.81
H -3.63 -4.81 -4.93
H -3.42 3.63 -2.01
C -2.68 -1.96 2.71
C -3.40 0.01 4.51
H -2.28 0.25 -4.01
H -3.70 0.78 5.21
H -4.57 -4.32 -1.66
H 1.17 3.31 -0.90
H 2.56 -0.26 -5.90
H -1.33 3.33 6.31
C -1.69 3.48 -4.91
H 0.27 -3.21 -0.98
H 2.21 -3.19 -3.58
C 0.04 1.81 3.83
C 0.55 -1.83 3.40
C -6.23 -1.92 0.06
H -0.37 1.21 6.84
C -2.78 -0.64 2.27
H 1.70 -4.40 -2.40
H 0.52 -0.80 -4.67
C 3.70 0.26 -4.16
H 1.29 -4.39 2.87
H 3.69 -1.47 2.41
C -1.86 -3.91 -4.09
H 3.40 3.84 1.15
H -2.67 -2.86 -1.09
H -2.27 0.23 -2.26
H 4.03 0.25 2.56
H -3.54 4.39 -4.32
H 0.27 1.64 -2.86
C 2.92 2.87 1.17
H 2.00 -2.73 -1.89
H 5.82 0.67 -4.28
C 0.31 1.92 6.39
H 4.57 0.15 0.30
C 2.21 3.19 -1.21
N 1.01 -3.85 2.07
H -4.67 1.33 -0.80
C -4.07 1.83 -0.04
H -4.60 1.78 0.91
S -0.04 1.44 2.20
N 0.37 -2.13 0.87
H 4.87 1.34 -5.61
N -0.69 2.76 4.40
S 1.13 1.08 4.98
H -0.02 -4.99 -3.88
C -1.58 2.54 -2.27
C -1.48 3.65 0.25
H -6.86 -3.71 -0.94
H -2.52 2.91 1.96
H 3.44 2.24 1.89
P -1.31 1.99 -0.54
C -2.15 3.80 1.46
C -2.70 3.78 -4.01
P -2.44 -0.41 0.48
C -2.94 -2.30 4.03
H -2.45 -5.96 -4.28
H 2.90 -2.39 0.01
H -0.89 6.93 -0.38
H -1.74 3.85 -5.92
*
```

The molar mass comes out at 993.20 g mol⁻¹. The total energy is -5235.012391 a.u. For the HOMO-LUMO gap (spin up / spin down), the calculation gives 6.53 / 6.14 eV.

Density functional theory data (wB97M-V/def2-TZVPD) for a 10-piece molecular cluster, C54H65N7O20 overall.

The geometry in ORCA input format:
```
! RIJCOSX wB97M-V def2-TZVPD def2/J DEFGRID3
* xyz 0 1
C -6.97 2.05 3.68
H -6.64 4.66 1.51
C 2.26 -5.96 6.75
C 8.79 12.10 -0.86
H 1.31 8.26 2.26
C 5.78 -4.94 -6.01
H 1.84 -5.27 -6.21
H -1.79 10.07 0.25
H -6.38 2.15 1.65
C 6.85 -4.98 3.08
C -3.55 -8.12 2.51
H -7.87 2.30 5.68
H -10.21 -7.51 -2.43
C -5.17 -9.91 2.59
C 9.04 7.13 8.21
H 1.63 -5.10 6.54
C -9.27 -7.73 -2.92
C -7.50 -1.81 -7.25
H -6.18 -10.21 2.83
C -6.94 -7.94 -4.41
H 1.52 -7.70 -6.85
C 5.23 -5.39 4.67
H 4.23 0.19 0.96
H 1.76 -6.88 6.45
C -8.05 -8.70 -4.75
O 0.33 -1.79 -0.84
C 6.76 6.74 7.89
C 8.67 12.85 -2.01
H -7.15 5.96 3.64
O 3.07 -6.45 -7.44
N -6.29 1.75 -6.81
H -8.21 -6.25 -1.79
H 3.04 -8.20 -6.19
O -3.81 -12.89 1.41
C -6.96 -7.19 -3.29
C -6.98 -0.67 -6.62
H -7.87 -2.68 -6.72
O -0.06 8.87 -0.32
N -4.64 -12.19 1.89
O 9.61 3.05 7.74
H -1.27 7.66 -1.55
O -7.44 0.02 4.78
C -7.27 -0.79 -9.42
H -8.02 -9.23 -5.69
C -0.56 8.49 -1.51
C -4.84 -8.58 2.71
O 6.99 9.70 1.06
C -6.71 0.47 -7.46
C -6.66 2.77 2.49
H -1.70 8.57 0.95
C 9.34 5.80 7.89
C 1.18 0.32 -0.43
H -7.69 4.76 5.63
H 2.24 3.54 -0.59
O 5.01 -6.01 -5.37
H 5.56 11.80 -3.04
O -0.39 8.98 3.09
C 0.40 7.84 2.68
C 3.34 0.58 0.49
H 5.43 -3.97 -5.66
C 2.58 -7.74 -7.07
O -1.03 -0.25 -1.22
H 6.85 -5.10 -5.87
H 5.67 -5.00 -7.09
C -7.03 4.89 3.62
C 7.76 7.63 8.25
H -5.98 -7.96 -4.91
H 10.38 5.49 7.90
C 2.88 -5.46 -6.48
C -7.49 2.81 4.80
N -10.47 -9.34 -4.38
H 7.00 -5.04 2.00
H 3.20 -4.69 4.70
O 7.68 2.91 6.70
H 4.10 2.65 0.41
H 7.39 -5.76 3.60
H -6.77 -0.63 -5.57
C 3.27 1.96 0.28
H -0.92 9.33 -2.11
H 3.46 -4.81 -4.61
H 2.34 -1.31 0.30
C -1.04 9.37 0.61
C 6.99 5.47 7.47
C -8.14 -6.97 -2.60
H 9.43 13.50 -2.40
H 7.53 8.66 8.48
H -6.65 1.22 -9.49
N 8.57 3.59 7.27
H -3.36 -7.07 2.68
H 3.29 -4.52 -6.88
H -0.04 7.18 1.93
C 8.31 4.98 7.51
C 1.08 1.68 -0.65
H -5.59 -7.89 3.06
C -6.84 0.41 -8.81
O 8.56 10.94 1.63
C -4.19 -10.80 2.10
H 5.44 -4.50 5.26
C -2.88 -10.33 1.83
H 7.22 -4.03 3.46
H 6.18 4.82 7.17
O -6.16 -0.06 3.02
O -11.41 -9.31 -3.62
C -9.25 -8.60 -4.03
O 3.61 -5.99 6.30
C -2.58 -8.96 1.94
C -7.38 4.19 4.77
O -6.22 1.85 -5.58
C 3.61 -5.71 -5.21
H 5.72 7.04 7.98
H -2.07 -10.91 1.40
H 5.90 -6.14 5.10
O 5.43 -5.11 3.27
C -0.40 9.88 1.97
N -6.84 0.57 3.82
C 7.53 12.72 -2.82
C 2.28 -0.23 0.21
H -7.38 -0.83 -10.50
C -6.67 4.18 2.48
H -7.95 -2.79 -9.17
C -7.61 -1.90 -8.66
H 5.74 10.43 -1.08
H 9.86 7.82 8.36
H 7.39 13.44 -3.61
C 6.56 11.10 -1.31
C 6.47 11.87 -2.47
H 9.70 12.23 -0.30
H 3.08 -6.39 -4.55
H -0.98 10.74 2.32
H 0.61 10.22 1.76
O -5.83 -12.55 2.03
C 7.70 11.26 -0.51
H -6.15 -6.50 -3.08
H 0.62 7.24 3.56
O -5.94 2.66 -7.52
H 2.28 -6.10 7.83
C 2.18 2.47 -0.42
H 0.29 8.15 -2.10
C 3.72 -5.62 4.89
H -1.73 -8.49 1.47
H 2.58 -8.36 -7.97
N 0.08 -0.60 -0.82
N 7.74 10.61 0.81
O -10.58 -9.83 -5.53
H 3.38 -6.44 4.26
H 0.14 2.05 -1.04
*
```

The molar mass comes out at 1132.14 g mol⁻¹. Its SMILES is O=[N+]([O-])c1ccccc1.O=[N+]([O-])c1ccccc1.O=[N+]([O-])c1ccccc1.O=[N+]([O-])c1ccccc1.O=[N+]([O-])c1ccccc1.O=[N+]([O-])c1ccccc1.O=[N+]([O-])c1ccccc1.COCCOC.COCCOC.COCCOC. The total energy is -3983.825884 a.u. For the HOMO-LUMO gap, the calculation gives 8.77 eV.